Density functional theory data (ωB97M-V/def2-TZVPD) for C16H24N2O2 in the gas phase.

Its SMILES is C=CCN(CC=C)C(=O)CCC(=O)N(CC=C)CC=C. Its HOMO energy is -9.19 eV.

```
! RIJCOSX wB97M-V def2-TZVPD def2/J DEFGRID3
* xyz 0 1
C 1.63 -0.94 1.70
C 2.22 0.15 1.23
C 1.58 1.51 1.28
N 1.73 2.27 0.04
C 2.75 3.30 0.04
C 4.13 2.72 0.12
C 5.00 2.98 1.08
C 1.08 2.00 -1.11
O 1.29 2.62 -2.13
C 0.04 0.89 -1.06
C -1.27 1.40 -0.42
C -1.83 0.34 0.52
O -1.63 0.43 1.72
N -2.52 -0.70 -0.01
C -3.01 -1.72 0.90
C -2.16 -2.96 0.87
C -2.65 -4.19 0.76
C -2.74 -0.96 -1.41
C -1.82 -2.02 -1.95
C -2.22 -3.02 -2.71
H 2.12 -1.90 1.67
H 0.65 -0.90 2.13
H 3.20 0.12 0.79
H 0.52 1.41 1.55
H 2.07 2.09 2.06
H 2.58 3.99 0.87
H 2.64 3.84 -0.91
H 4.38 2.04 -0.68
H 5.98 2.55 1.10
H 4.76 3.66 1.88
H -0.14 0.57 -2.09
H 0.44 0.04 -0.50
H -1.99 1.70 -1.18
H -1.07 2.28 0.19
H -4.05 -1.96 0.64
H -2.97 -1.29 1.90
H -1.10 -2.79 0.98
H -2.01 -5.05 0.77
H -3.70 -4.37 0.65
H -2.59 -0.04 -1.99
H -3.78 -1.27 -1.55
H -0.78 -1.90 -1.69
H -1.52 -3.75 -3.09
H -3.25 -3.15 -2.98
*
```


Density functional theory data (ωB97M-V/def2-TZVPD) for C16H24N2O3 in the gas phase.

Its SMILES is COCCCNC[C@H](O)COc1cccc2[nH]c(C)cc12. Its HOMO energy is -7.52 eV.

```
! RIJCOSX wB97M-V def2-TZVPD def2/J DEFGRID3
* xyz 0 1
C -5.53 -0.87 1.67
O -4.33 -1.30 1.09
C -4.42 -1.46 -0.31
C -3.06 -1.90 -0.86
C -1.97 -0.85 -0.63
N -2.16 0.28 -1.53
C -1.05 1.20 -1.60
C -0.81 2.04 -0.33
O -1.93 2.90 -0.17
C 0.49 2.85 -0.47
O 1.61 2.03 -0.64
C 2.07 1.28 0.41
C 1.72 1.44 1.74
C 2.28 0.63 2.74
C 3.20 -0.35 2.46
C 3.57 -0.51 1.12
N 4.44 -1.38 0.54
C 4.46 -1.16 -0.82
C 5.33 -1.98 -1.70
C 3.60 -0.15 -1.12
C 3.02 0.29 0.10
H -5.84 0.10 1.28
H -5.34 -0.79 2.74
H -6.33 -1.60 1.50
H -5.18 -2.22 -0.54
H -4.74 -0.51 -0.78
H -2.77 -2.82 -0.35
H -3.16 -2.09 -1.92
H -1.00 -1.29 -0.87
H -1.97 -0.57 0.43
H -2.99 0.80 -1.27
H -1.25 1.89 -2.43
H -0.14 0.64 -1.82
H -0.72 1.37 0.53
H -1.81 3.42 0.63
H 0.61 3.53 0.39
H 0.44 3.46 -1.38
H 1.01 2.19 2.04
H 1.97 0.80 3.76
H 3.63 -0.96 3.23
H 4.98 -2.07 1.02
H 6.38 -1.87 -1.42
H 5.07 -3.04 -1.63
H 5.22 -1.66 -2.73
H 3.40 0.25 -2.09
*
```


Density functional theory data (ωB97M-V/def2-TZVPD) for C16H24N2S in the gas phase.

Its SMILES is S=C(NCCCc1ccccc1)NC1CCCCC1. Its HOMO energy is -7.97 eV.

```
! RIJCOSX wB97M-V def2-TZVPD def2/J DEFGRID3
* xyz 0 1
S 2.18 -1.84 -1.96
C 1.42 -1.74 -0.49
N 2.19 -1.69 0.63
C 1.75 -1.29 1.95
C 1.30 0.18 2.02
C 2.42 1.14 1.61
C 1.91 2.56 1.64
C 2.07 3.34 2.78
C 1.56 4.63 2.82
C 0.89 5.15 1.72
C 0.73 4.37 0.59
C 1.24 3.08 0.55
N 0.08 -1.74 -0.35
C -0.85 -1.86 -1.45
C -1.66 -3.16 -1.33
C -2.64 -3.28 -2.49
C -3.57 -2.07 -2.53
C -2.77 -0.78 -2.64
C -1.79 -0.66 -1.48
H 3.17 -1.60 0.43
H 2.59 -1.45 2.63
H 0.93 -1.94 2.28
H 0.45 0.33 1.36
H 0.98 0.40 3.04
H 3.27 1.03 2.29
H 2.75 0.90 0.60
H 2.59 2.94 3.63
H 1.70 5.23 3.70
H 0.50 6.15 1.75
H 0.21 4.77 -0.27
H 1.11 2.48 -0.34
H -0.31 -1.76 0.57
H -0.26 -1.89 -2.36
H -0.98 -4.01 -1.32
H -2.21 -3.16 -0.38
H -2.08 -3.33 -3.43
H -3.22 -4.20 -2.39
H -4.25 -2.16 -3.38
H -4.18 -2.05 -1.62
H -2.21 -0.78 -3.58
H -3.45 0.08 -2.65
H -1.21 0.26 -1.58
H -2.35 -0.60 -0.54
*
```


Density functional theory data (ωB97M-V/def2-TZVPD) for a molecular structure, C16H24N4O2PdSSbSe in a non-equilibrium geometry.

Its HOMO energy is -10.56 eV.

```
! RIJCOSX wB97M-V def2-TZVPD def2/J DEFGRID3
* xyz 1 1
Pd 0.84 -0.78 -0.28
N -7.02 -3.36 1.05
C -5.74 -3.06 0.71
C -4.67 -3.65 1.39
C -3.37 -3.33 1.06
C -3.13 -2.43 0.02
C -4.19 -1.84 -0.68
C -5.48 -2.15 -0.33
S -1.54 -1.96 -0.39
O -1.37 -2.09 -1.81
O -0.49 -2.58 0.46
N -1.32 -0.35 -0.04
C -1.20 -0.10 1.34
N -2.20 -0.36 2.17
C -1.96 -0.13 3.45
C -0.73 0.35 3.91
C 0.23 0.59 2.96
N 0.00 0.38 1.65
H -7.22 -4.06 1.74
H -7.80 -2.99 0.53
H -4.86 -4.36 2.18
H -2.54 -3.77 1.59
H -3.99 -1.15 -1.49
H -6.31 -1.70 -0.87
H -2.76 -0.34 4.14
H -0.54 0.53 4.95
H 1.21 0.98 3.22
Se 2.00 -2.35 -1.52
C 1.94 4.30 -1.91
C 2.51 3.36 -0.85
Sb 2.13 1.29 -1.16
C 3.00 0.94 -3.06
C 4.40 1.50 -3.25
C 3.66 0.73 0.27
C 4.94 1.55 0.40
H 2.31 5.31 -1.74
H 0.86 4.33 -1.88
H 2.25 4.00 -2.92
H 2.16 3.62 0.15
H 3.59 3.31 -0.85
H 2.30 1.36 -3.79
H 2.96 -0.14 -3.19
H 4.44 2.58 -3.09
H 4.74 1.32 -4.27
H 5.12 1.04 -2.57
H 3.88 -0.31 0.06
H 3.12 0.75 1.22
H 5.52 1.58 -0.53
H 5.59 1.09 1.15
H 4.77 2.57 0.72
*
```


Density functional theory data (ωB97M-V/def2-TZVPD) for C16H24N4O5S2 in the gas phase in a non-equilibrium geometry.

Its SMILES is CSCC[C@@H](NC(N)=O)C(=O)Nc1cccc(S(=O)(=O)N2CCOCC2)c1. Its HOMO energy is -8.53 eV.

```
! RIJCOSX wB97M-V def2-TZVPD def2/J DEFGRID3
* xyz 0 1
C -0.74 5.31 -3.77
S 0.98 5.10 -4.34
C 1.38 3.57 -3.44
C 1.87 3.87 -2.03
C 1.89 2.62 -1.16
N 2.69 2.84 0.03
C 3.27 1.81 0.71
N 4.01 2.17 1.79
O 3.11 0.64 0.38
C 0.44 2.21 -0.77
O -0.51 2.93 -0.97
N 0.42 0.99 -0.19
C -0.66 0.30 0.35
C -1.99 0.70 0.17
C -3.02 -0.04 0.73
C -2.75 -1.18 1.47
C -1.43 -1.56 1.64
S -1.06 -3.05 2.58
O -2.20 -3.36 3.40
O 0.22 -2.88 3.20
N -0.90 -4.33 1.52
C -2.10 -4.77 0.86
C -2.33 -4.00 -0.47
O -1.26 -3.11 -0.72
C -0.01 -3.77 -0.71
C 0.28 -4.36 0.69
C -0.39 -0.84 1.10
H -0.79 5.13 -2.70
H -1.38 4.60 -4.30
H -1.03 6.33 -4.01
H 0.48 2.96 -3.42
H 2.15 3.06 -4.02
H 2.87 4.31 -2.08
H 1.20 4.60 -1.57
H 2.34 1.78 -1.71
H 2.68 3.76 0.42
H 4.27 3.12 1.96
H 4.51 1.44 2.26
H 1.33 0.55 -0.03
H -2.20 1.58 -0.41
H -4.04 0.28 0.59
H -3.53 -1.76 1.93
H -2.01 -5.85 0.67
H -2.92 -4.61 1.56
H -3.22 -3.37 -0.42
H -2.43 -4.71 -1.31
H 0.72 -3.01 -0.98
H -0.01 -4.56 -1.47
H 0.62 -5.40 0.61
H 1.04 -3.79 1.23
H 0.63 -1.15 1.28
*
```


Density functional theory data (ωB97M-V/def2-TZVPD) for a molecular structure, C16H24N7RuS2.

As for the expectation value of S²: 6.05. Its HOMO energy (spin up / spin down) is -17.97 / -18.50 eV.

```
! RIJCOSX wB97M-V def2-TZVPD def2/J DEFGRID3
* xyz 3 5
Ru 0.68 1.21 -1.03
C 3.68 0.77 3.57
C 3.80 0.28 2.17
N 4.81 -0.35 1.66
N 4.47 -0.59 0.37
C 3.28 -0.13 0.05
S 2.45 -0.21 -1.47
N 2.82 0.44 1.19
N 1.56 1.05 1.27
H 4.63 0.62 4.06
H 2.92 0.21 4.11
H 3.43 1.83 3.59
H 5.13 -1.08 -0.23
H 1.67 1.94 1.74
H 0.96 0.46 1.84
C 1.88 2.91 -2.00
C 0.58 3.09 -2.48
C -0.46 3.52 -1.58
C -1.75 3.67 -2.04
C -2.04 3.40 -3.39
C -1.04 2.95 -4.29
C 0.23 2.78 -3.84
C -3.38 3.56 -3.85
N -4.46 3.65 -4.22
H 2.19 3.39 -1.07
H 2.68 2.61 -2.67
H -0.21 3.84 -0.58
H -2.54 4.02 -1.39
H -1.31 2.76 -5.32
H 1.01 2.43 -4.51
C -0.61 -4.80 0.54
C -1.79 -4.00 0.02
N -1.38 -2.67 -0.51
C -1.43 -1.46 -0.01
S -1.19 -0.15 -1.19
N -1.71 -1.10 1.24
C -2.08 -1.94 2.41
C -3.59 -2.06 2.57
H -0.96 -5.76 0.91
H -0.09 -4.29 1.35
H 0.11 -5.00 -0.26
H -2.56 -3.84 0.77
H -2.27 -4.50 -0.82
H -1.05 -2.70 -1.47
H -1.94 -0.13 1.33
H -1.64 -1.45 3.27
H -1.58 -2.90 2.31
H -4.06 -1.08 2.63
H -3.81 -2.59 3.50
H -4.05 -2.61 1.75
*
```


Density functional theory data (ωB97M-V/def2-TZVPD) for 8 unconnected molecules or ions with the total composition C16H24N8 in a non-equilibrium geometry.

As for the expectation value of S²: 0.76. Its HOMO energy (spin up / spin down) is -12.92 / -12.92 eV.

```
! RIJCOSX wB97M-V def2-TZVPD def2/J DEFGRID3
* xyz 1 2
C -0.52 0.86 0.73
C -1.46 -0.02 0.04
N -2.21 -0.74 -0.44
H 0.05 0.32 1.49
H -1.09 1.62 1.26
H 0.07 1.32 -0.06
C -3.70 -4.14 -0.21
C -4.96 -3.65 0.36
N -6.00 -3.36 0.81
H -3.11 -3.47 -0.83
H -3.93 -4.99 -0.85
H -3.08 -4.46 0.63
C 0.69 2.27 -3.63
C -0.11 1.41 -4.53
N -0.63 0.69 -5.25
H 0.44 2.37 -2.58
H 0.95 3.25 -4.03
H 1.73 1.94 -3.71
C -2.21 5.66 1.60
C -1.73 4.68 0.62
N -1.44 3.92 -0.10
H -1.49 5.71 2.42
H -3.26 5.58 1.90
H -2.14 6.64 1.13
C 3.16 0.84 6.02
C 2.39 0.89 4.78
N 1.84 0.91 3.78
H 3.06 -0.16 6.44
H 2.73 1.61 6.67
H 4.21 0.98 5.79
C -1.39 -2.45 -3.31
C -0.25 -2.41 -4.32
N 0.55 -2.34 -5.15
H -2.21 -3.02 -3.75
H -1.66 -1.41 -3.19
H -1.31 -2.96 -2.35
C 1.36 -2.62 -0.14
C 0.32 -3.66 -0.35
N -0.44 -4.51 -0.51
H 0.88 -1.78 0.37
H 1.80 -2.17 -1.03
H 2.00 -3.11 0.60
C 4.00 0.71 0.84
C 3.09 0.61 -0.29
N 2.38 0.58 -1.16
H 4.16 1.74 1.18
H 4.96 0.22 0.66
H 3.50 0.13 1.62
*
```


Density functional theory data (ωB97M-V/def2-TZVPD) for a gas-phase ion, C16H24NO2 (charge +1).

Its SMILES is COc1cc2c(cc1OC)C1(CCCC1)C[NH2+][C@@H]2C. Its HOMO energy is -11.03 eV.

```
! RIJCOSX wB97M-V def2-TZVPD def2/J DEFGRID3
* xyz 1 1
C -4.83 -1.15 0.26
O -4.11 0.05 0.12
C -2.76 0.01 0.11
C -1.99 -1.13 0.21
C -0.60 -1.08 0.20
C 0.05 0.15 0.14
C -0.73 1.30 0.00
C -2.11 1.26 -0.03
O -2.93 2.32 -0.16
C -2.37 3.61 -0.28
C 1.55 0.29 0.20
C 2.15 0.75 -1.15
C 3.52 1.37 -0.81
C 3.49 1.69 0.70
C 2.06 1.39 1.16
C 2.19 -1.03 0.63
N 1.58 -2.13 -0.15
C 0.17 -2.39 0.27
C -0.40 -3.47 -0.65
H -4.65 -1.84 -0.57
H -5.88 -0.86 0.25
H -4.60 -1.65 1.21
H -2.48 -2.09 0.31
H -0.24 2.25 -0.10
H -1.74 3.70 -1.18
H -3.21 4.29 -0.37
H -1.78 3.88 0.60
H 1.50 1.51 -1.58
H 2.24 -0.05 -1.88
H 3.69 2.27 -1.40
H 4.33 0.68 -1.04
H 4.20 1.08 1.24
H 3.74 2.73 0.89
H 1.44 2.28 1.06
H 2.01 1.07 2.20
H 3.26 -1.01 0.45
H 2.00 -1.22 1.69
H 2.12 -3.00 -0.07
H 1.57 -1.85 -1.14
H 0.20 -2.76 1.30
H -0.56 -3.08 -1.65
H 0.28 -4.32 -0.70
H -1.35 -3.83 -0.27
*
```


One value per record, in order, for energy above the lowest of the compared OMol25 structures with the same formula, charge and spin: 365.2, 176.3, 0.0, 277.5, 48.5, 5.0, 0.0, 55.6 kJ/mol.
One value per record, in order, for M: 276.38, 292.38, 276.45, 643.60, 416.52, 479.62, 328.42, 262.37 g/mol.